Entry from the Open Molecules 2025 dataset: C35H30AsF2N5PtS as an isolated structure at a distorted geometry (ωB97M-V with the def2-TZVPD basis set).

Atoms and positions in Å:
Pt (-0.2130, -0.3777, -0.0432)
C (2.7302, -0.4463, 1.2680)
N (2.1930, -0.1118, -0.0599)
C (2.7574, -0.8210, -1.2137)
C (1.6733, -1.3260, -2.1044)
N (0.4230, -0.9039, -2.0579)
C (-0.2766, -1.6031, -3.0337)
C (-1.6296, -1.6132, -3.3576)
C (-2.0409, -2.5193, -4.3123)
C (-1.1368, -3.3784, -4.9511)
C (0.2117, -3.3597, -4.6561)
C (0.6205, -2.4618, -3.6801)
N (1.8473, -2.2437, -3.0662)
C (1.6709, -1.0521, 2.1262)
N (0.3994, -0.6968, 2.0726)
C (-0.2733, -1.4891, 2.9967)
C (-1.6231, -1.5707, 3.3286)
C (-1.9898, -2.5122, 4.2693)
C (-1.0486, -3.3586, 4.8702)
C (0.2937, -3.2831, 4.5554)
C (0.6622, -2.3306, 3.6157)
N (1.8823, -2.0114, 3.0386)
H (3.1076, 0.4543, 1.7581)
H (3.5674, -1.1418, 1.1886)
H (2.2453, 0.8864, -0.2168)
H (3.3575, -1.6694, -0.8800)
H (3.4119, -0.1633, -1.7937)
H (-2.3334, -0.9694, -2.8484)
H (-3.0910, -2.5834, -4.5601)
H (-1.5067, -4.0863, -5.6789)
H (0.9086, -4.0270, -5.1439)
H (2.7037, -2.7266, -3.2881)
H (-2.3562, -0.9320, 2.8553)
H (-3.0312, -2.6150, 4.5397)
H (-1.3826, -4.0945, 5.5876)
H (1.0190, -3.9480, 5.0036)
H (2.7620, -2.4550, 3.2518)
S (-2.6299, -0.1842, 0.0360)
C (-3.1174, 1.4987, 0.0918)
C (-4.4890, 1.7203, 0.2364)
C (-4.9915, 3.0085, 0.2438)
C (-4.1343, 4.0915, 0.1081)
C (-2.7712, 3.8784, -0.0174)
C (-2.2530, 2.5889, -0.0339)
As (-0.3544, 2.2865, -0.2112)
C (-0.1173, 2.1361, -2.1344)
C (1.1677, 2.2789, -2.6590)
C (1.3986, 2.0657, -4.0086)
C (0.3489, 1.6978, -4.8397)
C (-0.9338, 1.5743, -4.3264)
C (-1.1660, 1.7857, -2.9746)
C (0.4236, 4.0463, 0.1251)
C (0.7586, 4.3958, 1.4296)
C (1.2236, 5.6732, 1.7004)
C (1.3691, 6.5898, 0.6692)
C (1.0361, 6.2352, -0.6314)
C (0.5710, 4.9598, -0.9131)
H (-5.1482, 0.8672, 0.3382)
H (-6.0543, 3.1682, 0.3600)
H (-4.5225, 5.1000, 0.1054)
H (-2.1062, 4.7276, -0.1086)
H (1.9824, 2.5893, -2.0087)
H (2.3953, 2.1867, -4.4132)
H (0.5299, 1.5158, -5.8904)
H (-1.7532, 1.3025, -4.9778)
H (-2.1706, 1.6904, -2.5770)
H (0.6436, 3.6746, 2.2308)
H (1.4763, 5.9516, 2.7142)
H (1.7462, 7.5817, 0.8771)
H (1.1352, 6.9548, -1.4325)
H (0.3021, 4.6944, -1.9275)
F (0.7580, -3.0367, 0.4637)
C (-0.4923, -2.6058, 0.1620)
F (-0.8151, -3.1632, -0.9966)
H (-1.1945, -2.9315, 0.9330)

Forces on atoms 1 to 3 (eV/Å):
Pt 1.35 -0.91 1.11
C 0.16 -0.13 0.24
N -1.26 -0.22 -0.04

HOMO-LUMO gap (spin up / spin down)   5.492 / 5.495 eV
Highest occupied orbital energy (spin up / spin down)   -13.20 / -13.20 eV
Energy relative to the best compared isomer or geometry (same formula, charge and spin)   72.0 kcal per mole
LUMO energy (spin up / spin down)   -7.71 / -7.71 eV
Spin multiplicity   1
E_tot   -4578.0312 Eh
Charge   +2

=====

Entry from the Open Molecules 2025 dataset: C35H30ClIMgNO8P3S2 as an isolated structure (ωB97M-V with the def2-TZVPD basis set).

Atoms and positions in Å:
Mg (-2.0731, 0.2974, 1.0027)
C (-1.2331, 0.1068, 4.8807)
C (-0.4439, 1.1606, 4.1095)
O (0.4468, 1.8595, 5.0195)
P (0.5781, 0.4231, 2.7932)
O (1.9967, 1.0670, 3.0744)
O (0.7399, -1.1182, 3.0720)
O (0.0277, 0.6640, 1.4341)
P (-1.6029, 2.4064, 3.4016)
O (-0.6985, 3.3318, 2.4337)
O (-1.9754, 3.2265, 4.5855)
O (-2.5494, 1.6140, 2.5497)
H (-0.5489, -0.5971, 5.3568)
H (-1.9017, -0.4483, 4.2228)
H (-1.8282, 0.6112, 5.6432)
H (-0.0736, 2.6442, 5.2764)
H (1.8657, 1.6532, 3.8514)
H (-0.0934, -1.5405, 2.7135)
H (-0.7556, 2.9928, 1.5260)
Cl (-2.4305, -6.4964, -1.1520)
C (-2.1835, -5.0267, -0.2306)
C (-2.2342, -5.0776, 1.1301)
C (-2.0480, -3.9148, 1.8986)
I (-2.1318, -4.0403, 3.9739)
C (-1.8074, -2.6726, 1.3253)
O (-1.6299, -1.5793, 1.9813)
C (-1.7241, -2.6504, -0.1246)
N (-1.4426, -1.4470, -0.6643)
C (-1.4230, -1.3201, -1.9660)
C (-1.6356, -2.4083, -2.8337)
C (-1.8785, -3.6475, -2.3081)
C (-1.9325, -3.8047, -0.9072)
H (-2.4255, -6.0199, 1.6253)
H (-1.2512, -0.3177, -2.3415)
H (-1.6104, -2.2471, -3.9035)
H (-2.0475, -4.5056, -2.9453)
S (-2.1119, 1.9197, -0.9063)
C (-3.8552, 2.0490, -1.1478)
C (-4.3245, 3.1449, -1.8816)
C (-5.6669, 3.3312, -2.1736)
C (-6.5898, 2.3992, -1.7163)
C (-6.1477, 1.3126, -0.9795)
C (-4.7952, 1.0966, -0.6755)
S (-4.3911, -0.3438, 0.2506)
H (-3.5919, 3.8654, -2.2271)
H (-5.9839, 4.1966, -2.7464)
H (-7.6486, 2.5176, -1.9239)
H (-6.8611, 0.5856, -0.6091)
C (4.1750, -0.2474, -5.2355)
C (3.0391, 0.5510, -5.2138)
C (2.3067, 0.6863, -4.0440)
C (2.7038, 0.0441, -2.8698)
C (3.8423, -0.7595, -2.9068)
C (4.5708, -0.9060, -4.0804)
P (1.6481, 0.3258, -1.3851)
C (2.3114, -0.9725, -0.2737)
C (3.1916, -0.7558, 0.7815)
C (3.5899, -1.8072, 1.5977)
C (3.1193, -3.0894, 1.3684)
C (2.2365, -3.3180, 0.3206)
C (1.8340, -2.2677, -0.4880)
C (2.4120, 1.8716, -0.7690)
C (3.7814, 2.1371, -0.7710)
C (4.2651, 3.3400, -0.2815)
C (3.3811, 4.2928, 0.2133)
C (2.0180, 4.0460, 0.2035)
C (1.5337, 2.8422, -0.2947)
H (4.7426, -0.3618, -6.1512)
H (2.7135, 1.0615, -6.1121)
H (1.4086, 1.2947, -4.0339)
H (4.1543, -1.2829, -2.0109)
H (5.4510, -1.5383, -4.0913)
H (3.5348, 0.2450, 1.0031)
H (4.2453, -1.6093, 2.4371)
H (3.4112, -3.9028, 2.0212)
H (1.8356, -4.3097, 0.1483)
H (1.1209, -2.4524, -1.2830)
H (4.4710, 1.3966, -1.1612)
H (5.3314, 3.5341, -0.2820)
H (3.7592, 5.2297, 0.6054)
H (1.3212, 4.7781, 0.5911)
H (0.4660, 2.6515, -0.3202)

Forces on atoms 1 to 3 (eV/Å):
Mg -0.13 -0.14 -0.29
C -0.01 0.00 -0.01
C 0.11 -0.02 0.28

HOMO-LUMO gap   4.899 eV
Highest occupied orbital energy   -1.18 eV
Energy relative to the best compared isomer or geometry (same formula, charge and spin)   5.1 kcal per mole
LUMO energy   3.72 eV
Spin multiplicity   1
E_tot   -4787.3984 Eh
Charge   -2

=====

Entry from the Open Molecules 2025 dataset: C35H30ClN4O5RuS2 as an isolated structure (ωB97M-V with the def2-TZVPD basis set).

Atoms and positions in Å:
Ru (-1.0225, -0.3907, 0.6721)
C (-4.5912, -0.1927, 3.1998)
C (-3.1428, -0.5945, 3.0238)
O (-2.8137, -1.2963, 2.0655)
C (-2.2156, -0.1350, 4.0271)
C (-0.8464, -0.2144, 3.9645)
C (-0.0314, 0.1884, 5.1608)
N (-0.1947, -0.5697, 2.8229)
N (1.1442, -0.6664, 2.9949)
C (1.7804, -0.6996, 1.8310)
O (1.2214, -0.5906, 0.7084)
C (3.2660, -0.8441, 1.8812)
C (3.9679, -0.9675, 0.6845)
C (5.3480, -1.0909, 0.6946)
C (6.0396, -1.0835, 1.8970)
C (5.3436, -0.9531, 3.0915)
C (3.9638, -0.8370, 3.0859)
H (-5.1531, -0.5125, 2.3257)
H (-4.6445, 0.8914, 3.2988)
H (-5.0067, -0.6350, 4.1074)
H (-2.6470, 0.3342, 4.9025)
H (-0.6918, 0.4932, 5.9705)
H (0.6396, 1.0088, 4.9058)
H (0.6001, -0.6386, 5.4883)
H (3.4081, -0.9548, -0.2414)
H (5.8854, -1.1821, -0.2412)
H (7.1203, -1.1688, 1.9038)
H (5.8807, -0.9355, 4.0325)
H (3.4043, -0.7274, 4.0043)
C (0.7350, -3.3658, 0.1538)
C (-0.1916, -2.6683, -0.8050)
N (-1.4030, -2.4392, -0.4008)
N (-2.3475, -2.3643, -1.4354)
C (-3.1414, -1.3631, -1.4790)
S (-3.2045, 0.1081, -0.6136)
S (-4.3265, -1.5548, -2.8484)
C (-3.2105, -0.9398, -4.1517)
C (-3.2361, 0.5429, -4.3562)
C (-4.2159, 1.1320, -5.1493)
C (-4.2510, 2.5035, -5.3369)
C (-3.3021, 3.3095, -4.7239)
C (-2.3281, 2.7324, -3.9228)
C (-2.2920, 1.3588, -3.7395)
C (0.2972, -2.2317, -2.1242)
C (0.8841, -3.0897, -3.0362)
C (1.3490, -2.6436, -4.2660)
C (1.2281, -1.2852, -4.5526)
C (0.6847, -0.4010, -3.6478)
C (0.2052, -0.8185, -2.3753)
O (-0.2356, 0.0257, -1.5209)
H (0.6725, -4.4408, -0.0532)
H (0.4108, -3.2095, 1.1817)
H (1.7683, -3.0507, 0.0377)
H (-3.4905, -1.4511, -5.0753)
H (-2.2092, -1.2786, -3.8807)
H (-4.9651, 0.5042, -5.6184)
H (-5.0227, 2.9452, -5.9561)
H (-3.3316, 4.3835, -4.8583)
H (-1.6006, 3.3523, -3.4164)
H (-1.5546, 0.9164, -3.0784)
H (0.9602, -4.1421, -2.7807)
H (1.7865, -3.3297, -4.9797)
H (1.5766, -0.9074, -5.5092)
H (0.6240, 0.6563, -3.8763)
Cl (5.0286, 2.9433, 1.2874)
C (3.2977, 2.8357, 1.5520)
C (2.4708, 2.5043, 0.4962)
C (1.1067, 2.3887, 0.7263)
C (0.5766, 2.6125, 1.9929)
C (1.4340, 2.9756, 3.0255)
C (2.7993, 3.0755, 2.8206)
C (-0.9230, 2.4601, 2.2696)
O (-1.3883, 3.0637, 3.2394)
O (-1.5492, 1.7032, 1.4702)
H (2.8841, 2.3043, -0.4824)
H (0.4517, 2.1012, -0.0903)
H (1.0015, 3.1720, 3.9983)
H (3.4749, 3.3284, 3.6268)

Forces on atoms 1 to 3 (eV/Å):
Ru -0.05 0.48 0.44
C 0.07 -0.08 -0.07
C 0.32 0.08 0.24

HOMO-LUMO gap (spin up / spin down)   5.821 / 5.665 eV
Highest occupied orbital energy (spin up / spin down)   -1.56 / -1.73 eV
LUMO energy (spin up / spin down)   4.26 / 3.93 eV
Spin multiplicity   6
E_tot   -3298.4479 Eh
Expectation value of S²   8.79
Charge   -2